C51H46BeGeN3P2STe | the ωB97M-V functional and the def2-TZVPD basis

The geometry in XYZ format:
```
106
Properties=species:S:1:pos:R:3:forces:R:3
C 3.375 3.416 -0.674 -1.42 0.22 0.16
H -2.220 1.172 2.046 0.07 0.00 -0.05
Be -1.168 -0.273 0.507 -0.24 -0.43 -0.34
H 2.351 -4.442 -0.253 -0.80 -0.21 -0.10
H 1.042 4.368 1.585 0.23 0.01 0.02
H 1.248 -5.423 -1.327 0.03 0.55 0.34
C -4.701 -2.048 -3.475 0.00 -0.22 -1.01
H -4.329 -3.057 -5.374 -1.06 -0.91 -0.64
C -3.976 -2.453 -4.593 1.01 0.48 0.48
H 0.767 -3.458 -2.203 -1.23 0.89 0.54
H 0.112 2.170 1.050 0.27 -0.05 -0.16
H 4.324 -3.169 -3.619 0.21 -0.34 0.11
S -1.774 -2.660 0.242 0.12 0.69 -0.19
N -0.103 -3.048 -1.785 2.38 -1.35 -0.86
C -0.462 0.801 -5.943 1.94 0.53 -0.30
C -0.828 -2.625 3.371 1.21 1.73 -0.12
H 3.246 1.589 -1.840 0.24 0.06 -0.42
H 3.263 0.773 -6.802 0.82 0.34 0.01
H -2.957 3.297 6.680 0.02 0.27 0.10
C -0.730 0.928 7.525 0.39 -0.27 1.32
H 3.098 3.794 4.750 0.10 0.03 0.41
H -4.761 -0.881 -1.707 0.47 0.05 -0.48
H -1.342 -4.644 3.275 0.34 -0.24 -0.06
C 1.927 -0.636 -1.910 -0.04 -0.90 -0.43
C 1.361 -2.140 4.128 1.80 2.33 -0.69
C -2.041 1.921 5.347 0.54 -0.52 -1.03
C 1.653 1.773 -0.477 -1.50 0.16 1.23
H 0.114 -0.545 6.188 -0.20 0.47 0.31
H -0.285 0.439 8.383 0.11 0.21 0.22
C -2.214 2.521 6.584 -0.10 -0.15 0.01
H -0.529 -2.281 -2.252 -0.41 0.46 -0.26
C 1.407 1.078 3.631 0.20 0.15 -0.32
C -4.152 -1.156 -2.585 -0.34 -0.22 1.12
C -1.309 0.589 1.859 -0.56 0.04 0.34
C 1.384 -5.001 -0.310 0.75 -1.30 -0.04
C -5.285 2.940 -1.904 -1.51 0.76 -0.81
C 3.651 -2.501 -3.108 -0.17 -0.37 -0.43
Ge -0.386 0.270 3.438 0.18 -0.16 -0.49
P 0.665 0.320 -0.947 0.64 0.07 -0.70
C 1.836 -0.937 -3.287 0.01 -0.01 0.90
C -1.106 0.878 5.150 -0.77 0.20 0.96
H -5.699 -2.417 -3.344 -0.40 -0.03 0.12
H -1.520 0.791 -5.930 -0.84 0.05 0.72
C 2.404 0.561 2.794 0.38 0.43 -0.06
C 1.571 3.752 0.859 -0.02 1.08 0.35
C -0.522 -3.953 3.469 -1.21 -0.71 -0.20
H 1.487 -5.927 0.312 -0.03 0.90 -0.28
H 2.533 -2.101 -4.934 0.29 0.00 0.02
C 1.687 2.199 4.407 -0.17 0.18 0.56
C -0.526 0.895 -2.079 -0.41 0.39 -0.14
H -4.635 1.164 -2.925 -0.42 -0.10 -0.14
H 2.941 -1.172 -0.105 -0.10 0.01 0.25
C 2.237 0.864 -6.537 -1.35 -0.61 -0.17
C -2.117 -1.262 -3.776 1.40 1.02 0.18
H -1.657 2.494 8.654 0.02 0.22 0.42
C -2.915 2.748 -0.555 -0.05 0.20 0.25
C 2.776 2.234 -1.121 0.38 -0.13 1.14
C -2.646 -2.074 -4.729 -0.96 -0.83 -0.84
C 0.134 0.090 -6.978 -0.50 0.03 -0.64
H 2.186 -1.404 4.281 -0.80 -0.55 0.31
H -2.619 2.251 4.474 0.26 0.06 0.39
H -1.777 -2.281 3.018 -0.54 -0.03 -0.04
C 0.169 -1.646 3.598 -1.17 -1.02 0.99
H -2.007 2.687 -0.033 1.25 -0.35 0.67
C -2.836 -0.723 -2.725 -0.42 -0.27 0.54
Te -0.272 2.564 -3.340 -0.10 -0.56 -0.03
C -3.256 1.771 -1.470 0.73 -0.48 0.69
C 1.707 -3.462 4.197 -0.44 -0.99 -0.12
P -2.074 0.360 -1.442 0.05 0.46 -1.33
C 2.862 -1.353 -1.168 0.63 -0.28 0.21
C 3.723 -2.298 -1.736 -0.27 0.57 -0.37
H 0.958 -5.443 3.848 -0.07 0.12 0.01
H 3.109 5.230 0.514 0.12 -0.39 -0.08
C -4.926 3.888 -0.977 -0.18 1.24 0.96
C 2.744 4.236 0.252 -0.54 -0.73 0.17
C 1.016 2.540 0.550 0.93 -0.45 -1.17
H 4.931 2.701 3.386 -0.94 -0.09 0.53
H 2.684 -3.804 4.535 -0.16 0.20 -0.10
C 0.736 -4.377 3.814 0.75 -1.09 0.56
H 1.054 -0.449 -3.841 -0.09 0.02 -0.25
C -0.411 -3.317 -0.535 -1.43 -0.53 1.05
C -1.502 2.063 7.688 -0.57 -0.29 -0.68
C -0.523 0.346 6.309 0.18 -0.36 -1.57
C 1.752 1.622 -5.491 -0.04 0.23 0.79
H 0.036 -4.321 1.119 -0.38 0.13 0.69
C 3.925 2.245 3.546 1.53 -0.15 -0.76
H -3.443 4.561 0.439 0.02 0.09 0.15
H -1.083 -0.994 -3.914 0.34 0.36 0.26
C -3.731 3.804 -0.270 -0.64 0.09 -0.77
C -4.439 1.886 -2.154 0.01 -0.50 -0.70
H -5.546 4.759 -0.755 -0.17 -0.34 -0.28
N 1.431 0.093 -7.274 0.04 -0.21 -0.10
H 2.105 -0.200 2.070 0.29 -0.14 0.25
H 4.440 -2.863 -1.149 -0.07 0.23 0.06
C 0.399 1.576 -5.133 -0.57 -0.25 -0.34
C 2.680 -1.877 -3.883 -0.46 0.72 0.47
H 4.241 3.756 -1.136 1.54 0.50 -0.78
H 2.430 2.202 -4.870 -0.04 -0.05 -0.13
C 2.938 2.815 4.325 -0.28 0.03 -0.35
H 0.922 2.615 5.103 0.55 -0.29 -0.72
H 4.492 0.694 2.174 -0.06 -0.08 -0.04
C 3.703 1.082 2.805 -1.05 0.35 0.10
H -2.064 -2.431 -5.598 -0.25 0.30 0.64
H -6.250 3.098 -2.462 1.15 -0.42 0.53
N 0.218 -4.285 0.142 1.17 -0.10 -0.93
H -0.526 -0.462 -7.673 0.48 0.09 0.42
```
Positions in Å, forces in eV/Å.

Computed properties:
largest force on an atom	3.024	eV/A
HOMO energy	-3.0	eV
electronic energy	-5575.86070	Ha
orbital gap	0.1909	hartree
charge	-1
molar mass	1004.19	g/mol

C51H47ClN2O4PTeTl | the ωB97M-V functional and the def2-TZVPD basis

The geometry in XYZ format:
```
108
Properties=species:S:1:pos:R:3:forces:R:3
C 2.348 -6.023 2.779 0.09 0.04 0.08
C -2.083 5.159 -2.097 -0.03 0.05 -0.02
C -5.041 -2.698 -2.903 -0.05 0.03 -0.03
H -1.277 1.066 6.561 -0.02 0.06 0.03
C -5.204 2.880 -1.201 0.41 -0.24 -0.46
H -1.914 5.041 0.039 0.03 0.00 0.01
H -4.861 -0.658 -2.260 -0.03 -0.02 -0.01
H -0.209 2.054 3.484 -0.02 -0.01 0.04
C 3.650 1.952 -5.680 -0.08 -0.05 -0.01
C 4.271 -6.449 4.350 -0.02 0.05 -0.01
H 0.906 -5.832 0.097 0.01 -0.01 -0.02
H -5.673 2.938 2.177 -0.02 0.02 -0.02
C 4.025 3.273 -5.820 0.04 0.00 -0.09
C -3.537 -1.954 -1.183 -0.10 -0.06 -0.05
H 4.707 3.563 -6.609 0.00 -0.01 -0.02
C 3.206 -1.819 2.877 0.05 -0.16 0.03
C -4.618 -4.005 -2.703 0.01 -0.03 0.04
H -1.592 2.377 5.417 -0.01 0.00 0.02
H -2.828 1.146 5.739 0.00 0.03 0.02
H 3.919 -7.477 4.295 0.02 -0.01 0.03
C -3.991 2.232 -1.285 -0.39 0.13 0.43
H 4.303 -6.145 5.396 0.01 -0.05 0.02
H -1.885 -3.427 4.448 0.02 0.00 0.01
C -1.758 1.319 5.615 0.02 -0.07 -0.03
H -1.447 -3.694 2.769 0.01 -0.10 -0.13
H 0.004 3.496 -0.019 -0.04 0.00 0.04
Cl -7.281 3.991 0.092 0.13 -0.11 -0.02
H 1.545 0.219 0.838 0.05 0.09 -0.03
P 1.383 2.119 -2.192 0.51 0.09 -0.37
H 3.778 5.265 -5.072 0.03 0.00 0.03
H -0.079 3.561 -4.306 0.00 -0.01 0.00
C 2.744 3.939 -0.432 0.04 -0.03 -0.08
O -2.105 -4.544 0.740 -0.50 0.44 -0.18
O -2.180 1.315 -0.050 -0.17 0.09 0.15
C 3.688 1.751 -0.743 -0.08 0.02 0.01
C 2.809 -3.277 2.851 -0.08 0.06 -0.01
H -5.049 -4.810 -3.283 0.01 0.02 -0.03
C -5.182 2.738 1.235 -0.02 0.00 0.05
C 2.688 2.681 -1.026 -0.25 0.03 0.08
O -2.523 1.263 -2.921 -0.25 0.18 0.20
N 1.173 -0.259 -4.667 -0.36 0.07 0.10
H -3.156 -1.166 -0.544 0.05 0.00 0.02
C 2.369 0.130 -4.777 0.33 0.16 0.02
C -0.898 -1.758 3.553 0.01 0.11 0.06
H 4.437 -3.758 4.141 -0.02 0.02 0.02
C 1.527 -5.185 2.034 -0.16 -0.03 -0.22
C -1.556 4.749 -3.312 -0.04 -0.07 -0.07
C 3.767 4.249 0.454 -0.01 0.03 0.04
C 2.758 1.548 -4.683 -0.16 0.50 0.38
H 1.694 1.561 1.969 0.00 0.02 -0.05
H 2.485 -1.162 2.406 0.01 0.14 0.01
C 2.289 2.507 -3.754 0.12 -0.28 -0.35
H -5.796 -2.481 -3.647 0.00 -0.01 0.00
C 0.501 -5.777 1.111 0.21 0.02 0.10
H -3.327 -5.305 -1.577 0.03 0.01 0.02
H -0.198 -3.723 4.020 -0.04 -0.03 -0.02
H 4.165 -1.694 2.370 -0.03 0.03 -0.03
C 0.102 3.422 -2.166 0.02 -0.06 0.04
O 1.097 -1.628 -4.916 -0.01 -0.23 -0.04
C -2.000 -3.575 -0.013 0.18 -0.47 0.56
C 3.605 -4.159 3.571 -0.04 -0.03 -0.01
C -3.651 -4.287 -1.749 -0.03 0.00 -0.04
H 3.336 -1.479 3.905 -0.05 0.02 0.00
H -5.715 3.172 -2.111 0.00 0.08 0.02
C 3.383 -5.529 3.562 0.00 -0.01 -0.02
H -1.990 5.103 -4.239 0.01 0.00 0.01
C -4.510 -1.675 -2.131 -0.01 0.02 0.05
C 2.671 3.838 -3.930 0.05 -0.11 -0.02
Te 0.644 -2.368 0.920 0.07 -0.22 0.48
C 3.513 4.223 -4.955 0.00 0.23 0.01
H -0.414 -5.186 1.080 0.14 -0.20 0.03
C 0.126 0.191 2.501 0.05 -0.10 -0.02
H 4.019 1.216 -6.384 0.02 -0.02 0.04
C -0.434 3.842 -0.946 -0.01 0.02 -0.11
C 4.745 3.312 0.748 -0.02 0.01 -0.03
N -0.970 -2.719 -0.139 0.24 0.45 -0.09
H 0.198 -1.767 -5.237 -0.07 0.05 0.17
H 0.240 -6.790 1.415 0.01 -0.01 0.00
H 5.527 3.549 1.457 0.05 0.01 -0.05
C -1.120 -3.233 3.698 -0.03 -0.07 -0.02
H -3.485 1.763 2.092 0.02 0.01 -0.04
C 4.718 2.070 0.127 0.09 -0.04 0.06
C -3.455 1.976 -2.623 0.21 -0.03 -0.70
H 2.000 4.686 -0.672 -0.01 0.01 0.05
C -0.135 -1.185 2.521 0.03 0.00 -0.07
H -4.006 2.497 -3.428 -0.04 0.01 0.03
C -5.794 3.150 0.033 -0.21 0.10 0.30
H 3.804 5.230 0.910 -0.02 -0.01 0.01
C -0.475 3.879 -3.351 -0.02 0.04 0.07
C -3.090 -3.259 -1.004 0.05 0.08 0.01
Tl -0.713 -0.168 -1.564 0.18 -0.54 -0.43
C -1.426 -0.915 4.522 0.04 -0.02 -0.06
H -2.932 5.831 -2.075 0.03 0.03 0.02
C -1.202 0.458 4.516 0.01 0.05 -0.02
H 5.293 -6.416 3.968 0.00 -0.02 0.01
H 5.505 1.354 0.326 -0.05 -0.04 0.01
C -3.985 2.095 1.190 -0.08 0.03 0.20
C 0.982 0.897 1.477 -0.13 -0.18 0.08
H 3.656 0.774 -1.217 0.03 -0.02 0.03
H 2.306 4.588 -3.238 0.05 0.00 0.00
C 1.736 -3.808 2.121 -0.03 0.05 -0.21
C -1.512 4.712 -0.912 -0.07 -0.04 0.03
C -0.422 0.989 3.504 -0.01 0.00 -0.01
H 3.138 -0.571 -5.102 -0.06 -0.05 0.06
H 0.337 1.504 0.843 0.00 0.11 -0.13
C -3.309 1.832 -0.062 0.20 -0.05 0.01
H -2.017 -1.350 5.320 0.01 -0.01 0.01
H 2.188 -7.093 2.731 -0.04 0.01 -0.02
```
Positions in Å, forces in eV/Å.

Computed properties:
multiplicity	2
largest force on an atom	0.753	eV/A
HOMO energy (alpha / beta)	-10.3 / -10.3	eV
electronic energy	-3623.83310	Ha
orbital gap (alpha / beta)	0.2695 / 0.1779	hartree
charge	+1
molar mass	1150.36	g/mol

The lowest largest force on an atom belongs to which entry? C51H47ClN2O4PTeTl

Look up the molar mass of the second one. 1150.36 g/mol

Which formula does entry 1 have? C51H46BeGeN3P2STe